Record 1
Here is 2 unconnected molecules or ions with the total composition H6N2OSi at a distorted geometry from OMol25. Energies are from ωB97M-V/def2-TZVPD.

- LUMO level: 0.6 eV
- SMILES: [H]/N=[SiH]/O.N
- Relative energy (zero: lowest compared OMol25 entry of this formula, charge and spin): 2.9492 eV
- Calculated total energy: -13002.287 eV
- HOMO energy: -9.24 eV
- F_max: 3.775 eV Å⁻¹

The geometry in ORCA input format:
```
! RIJCOSX wB97M-V def2-TZVPD def2/J DEFGRID3
* xyz 0 1
H 1.0472 1.6256 2.6930
N 0.2586 1.2227 2.3084
Si 0.0303 -0.3291 2.0911
O -1.0062 -0.6770 0.9947
H 0.5256 -1.5392 2.8283
H -1.1606 -1.0182 0.1807
N 0.0523 -0.0460 -2.7231
H -0.1620 -0.0285 -3.6746
H -0.5348 0.5934 -2.1903
H 0.9497 0.1965 -2.5081
*
```

These are the natural (NBO) partial charges, in e, on atoms 1 to 2:
1. H 0.3731
2. N -1.3957

=====

Record 2
Here is a single H6N2P2 molecule at a distorted geometry from OMol25. Energies are from ωB97M-V/def2-TZVPD.

- LUMO level: 0.7 eV
- SMILES: N1N[PH2]=[PH2]1
- Relative energy (zero: lowest compared OMol25 entry of this formula, charge and spin): 1.4951 eV
- Calculated total energy: -21651.373 eV
- HOMO energy: -7.94 eV
- F_max: 4.361 eV Å⁻¹

The geometry in ORCA input format:
```
! RIJCOSX wB97M-V def2-TZVPD def2/J DEFGRID3
* xyz 0 1
N 0.3684 -0.8383 -0.7994
N -0.2453 0.7307 -0.8901
P -0.9806 1.0908 0.5579
P -0.0874 -1.4100 0.7194
H 0.0394 -1.2799 -1.6522
H 0.5847 1.2751 -1.0939
H 0.1846 1.3818 1.2480
H -1.4652 2.3658 -0.0118
H 1.0515 -0.6621 1.4520
H 0.5500 -2.6540 0.4700
*
```

These are the natural (NBO) partial charges, in e, on atoms 1 to 2:
1. N -0.8148
2. N -0.8025

=====

Record 3
Here is a single H6N3OP molecule at a distorted geometry from OMol25. Energies are from ωB97M-V/def2-TZVPD.

- LUMO level: 0.7 eV
- SMILES: N=P(N)(N)O
- Relative energy (zero: lowest compared OMol25 entry of this formula, charge and spin): 0.7803 eV
- Calculated total energy: -15905.174 eV
- HOMO energy: -9.33 eV
- F_max: 3.296 eV Å⁻¹

The geometry in ORCA input format:
```
! RIJCOSX wB97M-V def2-TZVPD def2/J DEFGRID3
* xyz 0 1
N 1.6266 0.4836 0.7632
P 0.3299 -0.0233 0.0680
N 0.5177 -1.0775 -1.1980
N -1.1612 -0.3920 0.8899
O -0.3118 1.1987 -0.8604
H 1.3917 1.1741 1.5501
H -0.3605 -1.1454 -1.6972
H 0.9143 -2.0086 -1.1782
H -2.0650 0.0090 0.6204
H -1.1424 -0.1949 1.8949
H 0.2607 1.9762 -0.8527
*
```

These are the natural (NBO) partial charges, in e, on atoms 1 to 2:
1. N -1.3110
2. P 2.2235

=====

Record 4
Here is a molecular structure, H6N4O at a distorted geometry from OMol25. Energies are from ωB97M-V/def2-TZVPD.

- LUMO level (spin up / spin down): 0.2 / 0.2 eV
- Relative energy (zero: lowest compared OMol25 entry of this formula, charge and spin): 3.8896 eV
- Calculated total energy: -8098.045 eV
- HOMO energy (spin up / spin down): -8.47 / -8.48 eV
- F_max: 3.246 eV Å⁻¹

The geometry in ORCA input format:
```
! RIJCOSX wB97M-V def2-TZVPD def2/J DEFGRID3
* xyz 0 1
N -0.2180 -0.1734 -0.5925
N 0.0188 0.7409 0.3844
N -0.5785 -1.3150 -0.0965
N 1.7331 -0.1394 -0.4636
O -1.7205 1.3480 0.2660
H -2.0688 1.0135 1.1057
H 0.2431 1.6114 -0.0879
H -0.4987 -1.4501 0.9096
H -1.1174 -1.9016 -0.7170
H 2.1116 -0.2155 0.4806
H 2.0953 0.4812 -1.1887
*
```

These are the natural (NBO) partial charges, in e, on atoms 1 to 2:
1. N 0.1336
2. N -0.2212

=====

Record 5
Here is a molecular structure, H6N4O at a distorted geometry from OMol25. Energies are from ωB97M-V/def2-TZVPD.

- LUMO level: 1.0 eV
- Relative energy (zero: lowest compared OMol25 entry of this formula, charge and spin): 3.0438 eV
- Calculated total energy: -8098.890 eV
- HOMO energy: -9.15 eV
- F_max: 5.130 eV Å⁻¹

The geometry in ORCA input format:
```
! RIJCOSX wB97M-V def2-TZVPD def2/J DEFGRID3
* xyz 0 1
N -0.0645 -0.1364 -0.5692
N -0.0876 0.8025 0.4255
N -0.4242 -1.3204 -0.1062
N 1.6775 -0.0539 -0.4408
O -1.7215 1.2786 0.2232
H -2.0919 0.9684 1.0644
H 0.2117 1.6829 0.0111
H -0.4447 -1.4049 0.9082
H -1.1254 -1.7750 -0.6775
H 2.0120 -0.3584 0.4721
H 2.0584 0.3165 -1.3109
*
```

These are the natural (NBO) partial charges, in e, on atoms 1 to 2:
1. N 0.0494
2. N -0.2100

=====

Record 6
Here is 2 unconnected molecules or ions with the total composition H6NS2 at a distorted geometry from OMol25. Energies are from ωB97M-V/def2-TZVPD.

- LUMO level: -4.2 eV
- Relative energy (zero: lowest compared OMol25 entry of this formula, charge and spin): 0.3590 eV
- Calculated total energy: -23250.849 eV
- HOMO energy: -12.97 eV
- F_max: 1.745 eV Å⁻¹

The geometry in ORCA input format:
```
! RIJCOSX wB97M-V def2-TZVPD def2/J DEFGRID3
* xyz 1 1
N 1.1032 -0.8608 -0.4194
H 0.0605 -0.8021 -0.5685
H 1.2953 -0.5055 0.5267
H 1.6331 -0.1739 -1.0275
H 1.4469 -1.8000 -0.5620
S -1.6710 0.8762 -0.5068
S -1.2967 1.3708 1.5233
H -0.7358 1.6618 -0.9861
H -1.8354 0.2335 2.0203
*
```

These are the natural (NBO) partial charges, in e, on atoms 1 to 2:
1. N -0.8925
2. H 0.4670

=====

Record 7
Here is 2 unconnected molecules or ions with the total composition H6NS2 at a distorted geometry from OMol25. Energies are from ωB97M-V/def2-TZVPD.

- LUMO level: -4.2 eV
- Relative energy (zero: lowest compared OMol25 entry of this formula, charge and spin): 0.9428 eV
- Calculated total energy: -23250.265 eV
- HOMO energy: -12.95 eV
- F_max: 3.713 eV Å⁻¹

The geometry in ORCA input format:
```
! RIJCOSX wB97M-V def2-TZVPD def2/J DEFGRID3
* xyz 1 1
N 0.6121 -1.0281 1.1897
H 0.2764 -0.7817 2.1189
H 1.6881 -1.2686 1.2870
H 0.1809 -1.8994 0.9065
H 0.4586 -0.2342 0.4866
S -0.9913 0.6595 -0.5049
S 0.3709 1.2272 -2.0348
H -1.8655 1.6487 -0.7449
H -0.7302 1.6766 -2.7040
*
```

These are the natural (NBO) partial charges, in e, on atoms 1 to 2:
1. N -0.8919
2. H 0.4548

=====

Record 8
Here is a molecular structure, H6O13S2V at a distorted geometry from OMol25. Energies are from ωB97M-V/def2-TZVPD.

- LUMO level: 6.8 eV
- Relative energy (zero: lowest compared OMol25 entry of this formula, charge and spin): 0.0000 eV
- Calculated total energy: -74071.760 eV
- HOMO energy: 2.40 eV
- F_max: 5.591 eV Å⁻¹

The geometry in ORCA input format:
```
! RIJCOSX wB97M-V def2-TZVPD def2/J DEFGRID3
* xyz -3 1
O 1.6774 -0.7958 0.8637
V 1.0650 0.1260 -0.2998
O 2.1614 0.4259 -1.4120
S -2.1699 0.7822 -1.4515
O -3.0576 -0.3447 -1.7838
O -0.8413 0.3169 -0.9774
O -2.0055 1.6385 -2.6104
O -2.7640 1.5485 -0.3433
S 0.4861 3.0779 0.5642
O 1.2127 1.8617 1.0015
O -0.8239 3.1761 1.2393
O 1.2153 4.2844 0.9621
O 0.4078 3.0686 -0.9030
O -1.4236 -1.3802 1.0408
H -1.5849 -0.5081 1.4105
H -1.5717 -1.2696 0.0976
O 2.3533 -3.4208 2.6366
H 3.0733 -2.7909 2.5679
H 1.6412 -2.9212 3.0418
O 0.5931 -2.0767 -1.7101
H 0.0290 -1.8285 -2.4474
H 0.3270 -2.9705 -1.4870
*
```

These are the Löwdin partial charges, in e, on atoms 1 to 2:
1. O -0.4214
2. V 0.9332

=====

Record 9
Here is 3 unconnected molecules or ions with the total composition H6O3 at a distorted geometry from OMol25. Energies are from ωB97M-V/def2-TZVPD.

- LUMO level: 0.6 eV
- SMILES: O.O.O
- Relative energy (zero: lowest compared OMol25 entry of this formula, charge and spin): 0.5541 eV
- Calculated total energy: -6239.699 eV
- HOMO energy: -10.81 eV
- F_max: 3.174 eV Å⁻¹

The geometry in ORCA input format:
```
! RIJCOSX wB97M-V def2-TZVPD def2/J DEFGRID3
* xyz 0 1
O 14.9400 -0.8660 12.6310
H 15.3000 -0.3700 13.3410
H 15.3430 -0.6590 11.7550
O 13.7760 2.8250 13.4240
H 13.3760 2.0520 13.0000
H 12.9840 3.0140 13.9610
O 15.8160 0.6750 14.6040
H 16.0130 0.8540 15.5090
H 15.4690 1.4780 14.3280
*
```

These are the natural (NBO) partial charges, in e, on atoms 1 to 2:
1. O -0.9807
2. H 0.4911

=====

Record 10
Here is 3 unconnected molecules or ions with the total composition H6O3 from OMol25. Energies are from ωB97M-V/def2-TZVPD.

- LUMO level: 0.5 eV
- SMILES: O.O.O
- Relative energy (zero: lowest compared OMol25 entry of this formula, charge and spin): 0.3586 eV
- Calculated total energy: -6239.895 eV
- HOMO energy: -10.65 eV
- F_max: 0.599 eV Å⁻¹

The geometry in ORCA input format:
```
! RIJCOSX wB97M-V def2-TZVPD def2/J DEFGRID3
* xyz 0 1
O 1.6865 3.9774 1.5641
H 2.2039 3.2649 1.9393
H 1.5695 3.7316 0.6464
O 3.2238 6.8985 1.7197
H 2.3215 6.6542 1.9257
H 3.7207 6.0863 1.8176
O 4.7084 9.2593 1.1029
H 4.0346 9.7947 0.6840
H 4.2273 8.5286 1.4913
*
```

These are the natural (NBO) partial charges, in e, on atoms 1 to 2:
1. O -0.9458
2. H 0.4718